[1]
{
  "formula": "C30H72N8O6",
  "method": "the ωB97M-V functional and the def2-TZVPD basis",
  "elements": ["C", "C", "N", "C", "C", "C", "C", "H", "H", "H", "H", "H", "H", "H", "H", "H", "H", "H", "H", "H", "H", "H", "C", "C", "N", "C", "C", "C", "C", "H", "H", "H", "H", "H", "H", "H", "H", "H", "H", "H", "H", "H", "H", "H", "C", "C", "O", "N", "C", "H", "H", "H", "H", "H", "H", "H", "C", "C", "O", "N", "C", "H", "H", "H", "H", "H", "H", "H", "C", "C", "O", "N", "C", "H", "H", "H", "H", "H", "H", "H", "C", "C", "O", "N", "C", "H", "H", "H", "H", "H", "H", "H", "C", "C", "O", "N", "C", "H", "H", "H", "H", "H", "H", "H", "C", "C", "O", "N", "C", "H", "H", "H", "H", "H", "H", "H"],
  "positions_angstrom": [[3.129801, 0.738439, 0.228852], [4.404282, 1.069994, -0.540912], [4.533418, 2.512090, -0.718360], [5.873599, 2.851817, -1.238048], [6.873115, 3.082799, -0.127443], [3.560159, 3.009685, -1.669839], [3.062232, 4.437686, -1.465978], [3.209902, -0.263288, 0.656855], [2.229735, 0.739419, -0.384271], [3.034703, 1.449803, 1.046598], [5.214693, 0.753637, 0.124778], [4.566697, 0.552067, -1.499228], [6.165963, 2.032188, -1.922057], [5.848601, 3.703409, -1.919758], [7.902160, 3.085542, -0.506332], [6.763913, 4.090959, 0.279557], [6.825616, 2.360116, 0.684378], [2.660608, 2.384662, -1.682624], [3.891943, 2.889787, -2.718629], [2.170210, 4.511451, -0.846679], [2.820211, 4.882921, -2.435270], [3.832052, 5.097581, -1.055309], [0.827819, -1.835544, -4.372358], [-0.216227, -0.816261, -4.769771], [0.278417, 0.229334, -5.663651], [-0.825628, 0.844860, -6.397706], [-1.228803, 0.022986, -7.624300], [1.151277, 1.153686, -4.990258], [1.955611, 2.016359, -5.966744], [0.350532, -2.622318, -3.776519], [1.599972, -1.366612, -3.765968], [1.288324, -2.397450, -5.186283], [-1.086109, -1.229225, -5.282823], [-0.618685, -0.356582, -3.847814], [-1.689199, 0.974850, -5.727937], [-0.536639, 1.824942, -6.773038], [-1.888425, -0.809401, -7.376312], [-1.760058, 0.678152, -8.321740], [-0.378477, -0.359019, -8.187546], [1.866080, 0.563645, -4.418216], [0.687262, 1.884249, -4.300486], [1.319319, 2.746564, -6.463822], [2.508490, 1.402060, -6.676946], [2.700272, 2.588177, -5.404777], [-1.753750, -2.658286, 3.016864], [-1.586197, -2.814624, 4.516734], [-0.510299, -2.740199, 5.075321], [-2.742757, -3.099306, 5.191176], [-2.756981, -3.254699, 6.626147], [-1.866558, -1.613977, 2.733423], [-2.648085, -3.182100, 2.669161], [-0.900226, -3.133011, 2.539911], [-3.522874, -3.379285, 4.625557], [-3.020117, -2.376356, 7.212929], [-1.784262, -3.627003, 6.938759], [-3.499696, -4.030244, 6.830674], [0.666770, -3.994797, -0.417688], [1.185558, -3.309391, 0.816390], [1.263075, -2.089538, 0.887240], [1.476679, -4.108163, 1.879251], [2.194458, -3.539146, 3.019017], [-0.247535, -4.470565, -0.026524], [1.295042, -4.789230, -0.816704], [0.343511, -3.360580, -1.233657], [0.878909, -4.904374, 2.024553], [1.540064, -3.066167, 3.754029], [2.866619, -2.785172, 2.621643], [2.736821, -4.347205, 3.505481], [-1.798352, -1.063518, -0.622716], [-1.534677, 0.228329, 0.119231], [-2.238289, 1.225248, -0.011498], [-0.398812, 0.207030, 0.844014], [-0.038399, 1.279957, 1.754669], [-1.366930, -1.893645, -0.056673], [-1.259214, -1.065561, -1.571397], [-2.853343, -1.285501, -0.736933], [0.188682, -0.606460, 0.684205], [-0.488166, 2.200044, 1.390621], [1.004665, 1.262712, 2.037730], [-0.596260, 1.036100, 2.673187], [-4.472784, 2.844812, 0.982212], [-5.900693, 3.072128, 1.390615], [-6.559486, 2.186687, 1.910902], [-6.393967, 4.323547, 1.195987], [-7.656613, 4.788264, 1.695444], [-4.136900, 1.872156, 1.320737], [-3.762076, 3.551113, 1.420116], [-4.300957, 2.850738, -0.094756], [-5.803275, 4.986036, 0.724684], [-8.129573, 4.010246, 2.293538], [-8.382546, 4.922025, 0.879056], [-7.656907, 5.720270, 2.258294], [2.568004, 3.686383, 7.413307], [2.664324, 3.848769, 5.922022], [1.928315, 4.599954, 5.311173], [3.615493, 3.091051, 5.314935], [3.574797, 2.759184, 3.897111], [1.613727, 3.202414, 7.630354], [2.611665, 4.605529, 7.988446], [3.332169, 2.996404, 7.781707], [4.247405, 2.585743, 5.908109], [4.179156, 3.469343, 3.332595], [2.527776, 2.716332, 3.607676], [4.010209, 1.780453, 3.694248], [-4.760492, -3.813350, -1.935698], [-3.723232, -4.859066, -1.568805], [-2.628954, -4.554337, -1.128022], [-4.043742, -6.152814, -1.859566], [-3.100478, -7.243787, -1.732778], [-5.637305, -3.917592, -1.298530], [-4.981670, -3.868251, -2.999629], [-4.291549, -2.848223, -1.764735], [-5.005115, -6.447016, -1.824450], [-2.063489, -6.945867, -1.807749], [-3.291157, -7.969097, -2.530248], [-3.297895, -7.811711, -0.817695]],
  "forces_ev_per_a": [[0.2, -0.6, -0.4], [0.3, 0.4, 0.9], [0.3, 0.7, -0.7], [-0.1, -0.8, 0.0], [0.8, 0.6, -0.2], [-1.4, -0.3, -0.7], [0.5, 0.5, -0.3], [-0.1, 0.0, 0.0], [-0.1, 0.2, 0.1], [-0.1, 0.1, 0.0], [0.2, 0.1, -0.2], [-0.4, -0.2, 0.0], [0.3, 0.0, 0.3], [-0.3, 0.3, 0.4], [-0.1, -0.3, -0.1], [-0.3, -0.1, 0.2], [-0.2, -0.1, 0.0], [0.1, -0.1, 0.4], [0.4, 0.1, 0.2], [0.1, -0.1, 0.2], [-0.2, -0.1, 0.0], [0.0, -0.2, 0.2], [-0.3, -0.7, 0.2], [-0.2, 0.6, -0.2], [-0.2, -0.1, 0.0], [0.2, -0.3, -0.2], [-0.4, 0.2, -0.2], [0.8, 0.7, -0.4], [0.3, 0.0, 0.4], [0.0, 0.2, 0.2], [0.1, -0.2, 0.0], [0.0, 0.5, -0.3], [0.2, -0.5, 0.1], [0.0, 0.0, 0.0], [-0.1, 0.2, -0.1], [0.1, 0.1, 0.3], [0.1, 0.0, 0.0], [-0.2, -0.1, 0.1], [0.2, 0.0, 0.3], [0.0, 0.1, 0.2], [-0.5, -0.5, 0.1], [0.1, -0.1, -0.2], [-0.2, 0.0, -0.2], [-0.1, 0.0, 0.0], [-0.3, -0.6, 0.2], [-0.5, -0.3, -0.1], [0.3, 0.3, 0.1], [0.6, 0.6, -0.4], [-0.4, -1.1, 0.0], [0.3, 0.1, 0.0], [0.0, 0.1, 0.0], [0.1, 0.4, -0.1], [-0.2, 0.2, 0.2], [0.1, 0.3, -0.3], [0.0, 0.1, 0.1], [0.1, 0.1, 0.3], [-0.9, -0.9, 0.6], [-0.4, 0.5, -0.5], [0.7, -0.1, 0.0], [0.2, 0.3, 0.0], [-0.5, -0.1, 0.1], [0.0, -0.2, -0.5], [0.2, 0.1, 0.3], [0.2, 0.5, 0.2], [0.3, -0.3, -0.1], [-0.1, 0.0, -0.1], [0.2, -0.1, 0.1], [0.2, 0.1, 0.0], [0.5, -0.6, 0.5], [0.2, 0.6, -0.7], [-0.1, -0.3, 0.3], [0.2, -0.3, -0.6], [-1.5, -1.0, 0.7], [-0.1, 0.0, 0.0], [-0.3, 0.1, -0.2], [-0.1, 0.3, -0.2], [0.1, 0.2, 0.6], [0.6, 0.3, -0.1], [0.2, 0.3, -0.5], [0.2, 0.4, 0.2], [0.6, -0.1, -0.1], [0.0, -0.3, 0.4], [-0.2, 0.1, 0.0], [0.4, 0.6, 0.0], [-1.5, -0.5, -0.6], [-0.3, -0.1, 0.0], [-0.3, 0.2, 0.0], [-0.2, 0.1, 0.0], [0.1, 0.0, 0.1], [0.4, 0.0, 0.2], [0.2, 0.2, 0.0], [0.6, 0.0, 0.1], [0.2, -0.8, 0.5], [0.0, 0.6, -0.1], [-0.2, -0.2, -0.2], [0.1, -0.6, 0.1], [0.3, 0.2, 0.3], [-0.1, 0.1, -0.1], [0.0, 0.2, -0.3], [0.0, 0.2, 0.1], [-0.1, -0.1, 0.0], [-0.5, 0.1, -0.3], [0.1, 0.4, -0.4], [0.0, -0.1, 0.4], [0.6, 0.0, 0.3], [0.1, 0.0, -0.2], [0.1, 0.0, -0.1], [0.1, -0.1, 0.0], [-0.6, -1.0, 0.0], [-0.2, 0.1, -0.3], [-0.4, -0.2, 0.1], [-0.1, 0.0, 0.2], [-0.1, 0.4, -0.3], [0.0, 0.4, 0.2], [0.0, 0.2, -0.1], [0.4, 0.2, 0.2]],
  "lowdin_charge": [-0.084, -0.258, -0.187, -0.268, -0.090, -0.289, -0.076, 0.063, 0.061, 0.061, 0.108, 0.119, 0.113, 0.112, 0.070, 0.070, 0.063, 0.099, 0.109, 0.068, 0.067, 0.069, -0.082, -0.257, -0.200, -0.254, -0.090, -0.276, -0.088, 0.062, 0.060, 0.076, 0.106, 0.110, 0.119, 0.099, 0.060, 0.068, 0.074, 0.098, 0.123, 0.059, 0.077, 0.061, 0.022, -0.535, 0.040, -0.004, -0.077, 0.085, 0.079, 0.059, 0.123, 0.083, 0.080, 0.083, 0.007, -0.537, 0.012, 0.003, -0.057, 0.076, 0.086, 0.066, 0.134, 0.065, 0.081, 0.082, 0.016, -0.538, 0.015, 0.009, -0.045, 0.054, 0.075, 0.071, 0.073, 0.085, 0.056, 0.086, -0.023, -0.548, 0.033, -0.005, -0.092, 0.062, 0.086, 0.080, 0.131, 0.079, 0.080, 0.077, -0.007, -0.568, 0.047, -0.004, -0.068, 0.089, 0.081, 0.069, 0.119, 0.085, 0.076, 0.079, 0.008, -0.541, 0.034, -0.004, -0.081, 0.085, 0.084, 0.063, 0.133, 0.080, 0.080, 0.083],
  "smiles": "CCN(CC)CC.CCN(CC)CC.CNC(C)=O.CNC(C)=O.CNC(C)=O.CNC(C)=O.CNC(C)=O.CNC(C)=O",
  "molar_mass_g_mol": 640.96,
  "gap_ha": 0.3173,
  "de_lowest_kcal_mol": 7.26,
  "spin_multiplicity": 1
}

=====

[2]
{
  "formula": "C30H72O13",
  "method": "the ωB97M-V functional and the def2-TZVPD basis",
  "elements": ["C", "C", "C", "O", "C", "H", "H", "H", "H", "H", "H", "H", "H", "C", "C", "C", "O", "C", "H", "H", "H", "H", "H", "H", "H", "H", "C", "C", "C", "O", "C", "H", "H", "H", "H", "H", "H", "H", "H", "C", "O", "H", "H", "H", "H", "C", "O", "H", "H", "H", "H", "C", "O", "C", "C", "O", "C", "H", "H", "H", "H", "H", "H", "H", "H", "H", "H", "C", "O", "C", "C", "O", "C", "H", "H", "H", "H", "H", "H", "H", "H", "H", "H", "C", "O", "C", "C", "O", "C", "H", "H", "H", "H", "H", "H", "H", "H", "H", "H", "C", "O", "C", "C", "O", "C", "H", "H", "H", "H", "H", "H", "H", "H", "H", "H"],
  "positions_angstrom": [[7.968530, 10.743470, 22.169010], [6.497330, 10.384960, 21.817260], [6.346160, 10.846770, 20.427510], [7.666970, 10.806360, 19.930760], [8.745860, 10.605780, 20.806320], [8.400560, 10.300090, 23.066150], [8.020220, 11.820860, 22.325990], [5.799980, 10.789620, 22.550780], [6.430210, 9.310300, 21.986650], [5.968390, 11.866690, 20.499360], [5.653750, 10.261470, 19.822460], [9.460340, 11.426880, 20.747920], [9.303970, 9.673510, 20.719860], [3.822080, 12.724160, 16.477650], [3.841420, 11.599280, 15.526890], [2.899480, 10.661950, 16.236300], [1.820730, 11.515470, 16.479920], [2.424540, 12.733150, 16.990430], [3.873970, 13.635670, 15.882210], [4.523110, 12.453000, 17.267030], [4.842130, 11.167920, 15.502440], [3.521000, 11.892320, 14.527110], [3.337160, 10.179060, 17.110000], [2.585660, 9.798150, 15.650240], [2.373900, 12.702460, 18.078820], [1.940960, 13.620140, 16.581150], [6.825360, 16.837340, 20.096880], [8.100580, 17.401240, 19.650950], [7.582040, 18.168020, 18.386040], [6.425840, 17.363170, 17.972250], [6.171980, 16.294350, 18.824840], [6.315980, 17.620670, 20.658160], [6.974880, 15.991460, 20.767860], [8.774560, 16.629920, 19.278240], [8.442300, 18.073930, 20.437590], [8.382590, 18.020380, 17.661180], [7.409840, 19.171280, 18.775800], [6.553170, 15.324820, 18.504170], [5.084950, 16.294530, 18.905170], [3.527330, 8.440140, 19.253290], [3.259740, 8.725090, 17.872220], [2.745740, 7.802250, 19.665980], [4.530970, 8.051990, 19.426940], [3.498190, 9.401410, 19.766340], [3.223360, 7.932060, 17.332440], [1.252050, 11.328100, 19.552520], [1.730350, 10.054930, 19.871030], [1.547710, 12.073940, 20.290360], [1.488380, 11.570320, 18.516380], [0.163920, 11.391360, 19.543200], [1.627900, 9.985560, 20.823020], [9.437660, 15.505870, 23.143260], [8.774570, 15.771130, 21.867550], [8.323070, 14.545860, 21.236880], [7.054880, 13.867810, 21.850880], [6.013530, 14.850360, 21.637490], [4.674760, 14.465920, 22.062200], [9.404190, 16.337530, 23.847040], [10.472860, 15.375550, 22.827870], [9.017610, 14.689200, 23.730400], [9.176910, 13.868850, 21.210170], [8.074700, 14.679400, 20.183990], [7.226410, 13.634630, 22.901740], [6.861880, 12.899030, 21.390090], [4.471620, 13.430030, 21.790610], [4.004410, 15.033360, 21.416660], [4.445130, 14.663790, 23.109210], [-1.287590, 16.145790, 19.269550], [-0.428260, 15.020860, 19.104150], [0.638900, 15.338090, 18.241660], [1.746790, 14.270060, 18.541530], [2.110140, 14.141510, 19.876300], [2.633420, 15.180400, 20.616880], [-0.750360, 17.092930, 19.220480], [-1.822880, 15.951210, 20.198910], [-2.041900, 16.048600, 18.488730], [0.984340, 16.364460, 18.365500], [0.389180, 15.240440, 17.185150], [2.692480, 14.524610, 18.063030], [1.410550, 13.319940, 18.126410], [3.664790, 15.430090, 20.367860], [2.818630, 15.043900, 21.682330], [2.047090, 16.098950, 20.592630], [5.623410, 10.117200, 18.017710], [5.493280, 11.279750, 18.946700], [4.188500, 11.520580, 19.362170], [3.893200, 12.948020, 19.725370], [4.137110, 13.801980, 18.582540], [5.442390, 14.454960, 18.478750], [5.173490, 9.191360, 18.376160], [6.666280, 9.849950, 17.847120], [5.061270, 10.361130, 17.116270], [4.155790, 10.913970, 20.267180], [3.468780, 11.176680, 18.619310], [4.374580, 13.303780, 20.636300], [2.816480, 12.900940, 19.888360], [5.554550, 15.217350, 19.249640], [5.526210, 14.914370, 17.493860], [6.269680, 13.764950, 18.644850], [8.072680, 9.289980, 16.974740], [8.347320, 10.015130, 15.832250], [7.683000, 9.543500, 14.585380], [6.152800, 9.491100, 14.676400], [5.607800, 8.426070, 15.358590], [4.285390, 8.644350, 15.815920], [8.538020, 8.309460, 16.874090], [7.049020, 9.064790, 17.273920], [8.442310, 9.895950, 17.801950], [7.930630, 8.570050, 14.162070], [7.971390, 10.330080, 13.888080], [5.868020, 9.655250, 13.637140], [5.801920, 10.343880, 15.257570], [3.642170, 8.648850, 14.935950], [4.124990, 9.556890, 16.390070], [4.073730, 7.829000, 16.507670]],
  "forces_ev_per_a": [[0.5, 0.9, -0.1], [2.2, -1.3, 3.0], [2.2, -2.3, 6.9], [0.7, 0.1, -3.1], [-1.7, 0.3, 2.6], [0.0, -0.4, -0.2], [0.0, -0.2, 0.5], [-0.1, 0.4, -0.1], [-0.2, -0.4, -0.5], [0.6, -0.1, 0.9], [1.7, -2.9, 4.3], [0.0, 0.0, -0.4], [-0.4, -0.3, -0.5], [0.3, 0.1, -1.2], [0.7, -1.2, -0.8], [-1.4, 0.9, -1.8], [-1.0, 0.9, 0.7], [1.2, -3.2, -2.5], [1.4, 0.4, 0.7], [0.1, 0.9, -0.9], [-0.9, 1.1, -0.4], [-0.1, -0.4, -0.1], [-1.2, 1.9, 0.3], [-1.0, 0.9, 0.0], [2.0, -1.7, -2.3], [-0.6, -0.6, -0.2], [-0.2, -2.5, 1.6], [-0.3, 1.0, -1.6], [0.9, -2.2, 1.2], [1.3, 2.7, -1.9], [3.0, 9.2, 0.8], [-0.8, -0.2, -0.3], [-0.3, 1.8, -0.4], [0.4, 0.1, 0.6], [0.8, -0.3, -0.3], [-0.4, 1.0, -0.5], [-0.7, 0.2, -1.1], [4.0, 3.3, -0.7], [0.0, 1.9, -0.5], [-0.3, -0.2, 0.1], [-1.6, -1.3, 4.0], [0.2, -0.1, 0.1], [-0.1, -0.7, -0.2], [0.1, -1.0, -0.3], [-1.0, -0.1, 1.4], [-1.8, 0.6, -0.1], [-0.9, 0.2, 0.5], [-0.1, -0.2, -0.3], [0.1, -0.7, 0.7], [-0.4, -0.3, 0.2], [0.0, -0.4, 0.1], [0.1, 0.3, -1.2], [-0.9, -1.1, 1.0], [0.3, -0.8, 0.6], [0.7, 1.8, 0.0], [-1.0, -2.5, 1.6], [2.5, 0.6, 0.9], [-0.3, 0.5, -0.6], [0.2, -0.5, 0.7], [0.1, -0.4, -0.5], [0.0, -0.4, 0.3], [0.3, 0.6, 0.1], [-0.3, 0.3, 0.4], [-0.1, 0.6, -0.4], [0.3, 0.3, 2.2], [3.6, -0.9, 2.4], [0.4, 0.0, 0.3], [-0.7, -1.6, -0.2], [0.3, 1.1, 0.0], [1.2, -1.4, 0.7], [-3.1, 5.1, 0.4], [-4.7, 3.3, 2.3], [-2.0, 2.3, -1.1], [-0.1, 0.0, 0.2], [0.2, 0.5, 0.2], [-0.1, 0.7, -0.3], [0.1, 0.2, 0.3], [-0.3, -0.1, -0.3], [-1.1, 0.4, -0.5], [-2.2, 2.6, 2.6], [-0.7, 0.7, -2.3], [-2.8, -1.1, -0.2], [-0.3, 0.2, -0.5], [-0.9, 1.8, 0.3], [-3.1, 3.4, -13.4], [0.5, 0.4, 0.0], [2.7, -2.7, -1.8], [2.0, 0.2, 2.0], [-4.1, -6.6, 1.4], [0.4, 0.8, 0.3], [-2.0, 2.9, 1.6], [1.2, 0.3, 0.6], [-1.0, 0.0, 0.6], [0.3, -0.2, 0.4], [-0.2, -0.7, -2.5], [2.3, -0.9, 0.3], [-3.4, -5.8, 1.7], [-1.0, -0.5, -0.1], [0.2, -0.8, -0.3], [1.6, -1.8, 0.2], [-1.4, -0.2, -2.5], [-0.5, 0.7, 1.6], [1.0, 2.1, 0.5], [0.6, -1.7, 0.1], [1.9, -1.3, -2.2], [0.5, -0.2, 0.5], [1.5, -1.6, -2.5], [0.5, -0.3, 0.1], [1.0, -0.3, 0.5], [-0.2, -0.2, -0.1], [-0.9, -0.5, -0.3], [1.2, 0.0, -0.8], [-0.2, -0.3, 0.0], [1.7, -2.1, -1.6], [1.3, -0.5, -2.1]],
  "lowdin_charge": [-0.134, -0.133, -0.354, -0.086, -0.160, 0.106, 0.056, 0.114, 0.109, 0.103, 0.067, 0.104, 0.113, -0.132, -0.133, -0.277, -0.055, -0.244, 0.144, 0.115, 0.067, 0.140, 0.054, 0.122, 0.034, 0.140, -0.175, -0.173, -0.134, -0.089, -0.352, 0.147, 0.053, 0.117, 0.121, 0.110, 0.113, 0.073, 0.141, -0.110, -0.220, 0.100, 0.093, 0.048, 0.066, -0.123, -0.115, 0.101, 0.071, 0.108, 0.108, -0.057, -0.198, -0.164, -0.142, -0.197, -0.091, 0.083, 0.089, 0.078, 0.120, 0.114, 0.116, 0.082, 0.080, -0.023, 0.115, -0.093, -0.173, -0.170, -0.223, -0.206, -0.073, 0.085, 0.087, 0.085, 0.111, 0.125, 0.129, 0.071, 0.091, 0.096, 0.127, 0.013, -0.263, -0.182, -0.150, -0.246, -0.120, 0.085, 0.025, 0.069, 0.131, 0.112, 0.067, 0.062, 0.005, 0.146, 0.139, -0.152, -0.140, -0.107, -0.234, -0.122, -0.110, 0.109, 0.039, 0.104, 0.123, 0.123, 0.136, 0.077, 0.124, -0.006, 0.105],
  "molar_mass_g_mol": 640.89,
  "gap_ha": 0.2949,
  "spin_multiplicity": 1
}